Formula: C22H21N7O3S2
Source: the Open Molecules 2025 dataset
Level of theory: wB97M-V/def2-TZVPD

XYZ file:
```
55
Properties=species:S:1:pos:R:3:forces:R:3
C 1.6664 0.1161 -3.3145 0.093 0.162 0.006
C 2.4197 1.4170 -3.0523 -0.172 -0.381 -0.553
N 2.3798 1.7584 -1.6525 0.160 0.169 0.864
C 3.1460 1.1988 -0.6738 -0.021 0.166 0.081
S 4.4377 0.0865 -1.0021 0.302 -0.227 -0.136
C 4.8623 -0.4385 0.6936 -0.219 0.069 -0.238
C 3.8201 -1.4236 1.2232 0.191 0.315 0.060
O 3.9652 -2.6195 1.1186 0.085 -0.302 -0.072
N 2.7611 -0.7889 1.7850 -0.087 0.307 0.282
C 1.5517 -1.3276 2.2165 -0.222 -0.317 0.029
C 0.5401 -0.4183 2.5441 -0.035 -0.104 0.072
C -0.6967 -0.8760 2.9460 0.128 0.104 0.083
C -0.9186 -2.2377 3.0185 -0.522 -0.223 0.299
S -2.5300 -2.8326 3.4690 -0.264 -0.337 -0.322
O -3.3505 -1.7698 3.9619 0.297 0.208 -0.220
O -2.4292 -4.0322 4.2462 0.219 -0.148 -0.195
N -3.1490 -3.3861 1.9798 0.411 -0.102 0.940
C -3.4841 -2.4992 0.9894 -0.211 0.627 -0.791
C -4.4284 -2.8133 0.0023 0.116 -0.046 0.155
C -4.6926 -1.8746 -0.9721 0.128 0.040 0.113
C -4.0197 -0.6578 -0.9441 -0.012 -0.014 -0.037
C -3.1028 -0.4531 0.0696 -0.108 0.097 -0.207
N -2.8331 -1.3435 1.0095 -0.166 -0.160 0.080
C 0.0726 -3.1490 2.7168 -0.037 0.039 0.064
C 1.3182 -2.6986 2.3163 0.094 -0.093 -0.061
N 2.7498 1.6088 0.5071 0.750 -0.349 -0.218
N 1.6971 2.4151 0.3262 -0.924 0.754 -0.078
C 1.4673 2.5139 -0.9550 0.319 -0.182 0.198
C 0.3801 3.2958 -1.5257 -0.398 0.247 -0.222
C 0.5599 4.1716 -2.5938 -0.115 -0.108 0.159
C -0.5437 4.8680 -3.0616 0.291 0.010 -0.148
N -1.7546 4.7495 -2.5480 -0.394 0.281 -0.199
C -1.9181 3.9380 -1.5170 0.007 -0.187 0.257
C -0.8915 3.1910 -0.9645 0.187 0.057 -0.171
H 0.6248 0.2133 -3.0145 -0.073 0.003 0.007
H 1.7047 -0.1201 -4.3737 -0.024 -0.065 -0.119
H 2.1165 -0.7035 -2.7595 0.002 -0.079 0.034
H 1.9689 2.2305 -3.6226 0.190 -0.067 0.074
H 3.4690 1.3119 -3.3425 -0.110 0.154 -0.038
H 5.8217 -0.9443 0.5924 -0.104 0.029 0.043
H 4.9523 0.4556 1.3073 0.076 -0.037 0.046
H 2.7569 0.2347 1.7056 0.154 -0.350 -0.044
H 0.7347 0.6415 2.4646 -0.006 0.129 0.007
H -1.5035 -0.2074 3.1946 -0.042 0.163 -0.018
H -3.6680 -4.2475 2.0369 0.044 -0.093 0.243
H -4.9329 -3.7670 0.0183 -0.081 -0.100 -0.011
H -5.4192 -2.0818 -1.7444 -0.045 -0.031 -0.034
H -4.2066 0.1013 -1.6865 0.008 0.082 -0.050
H -2.5431 0.4703 0.1442 0.009 0.145 -0.078
H -0.1383 -4.2026 2.8050 0.063 -0.164 -0.027
H 2.1041 -3.3932 2.0699 -0.007 -0.009 0.012
H 1.5342 4.3361 -3.0289 0.066 0.008 -0.044
H -0.4524 5.5572 -3.8908 0.101 0.044 -0.066
H -2.9223 3.8849 -1.1182 -0.057 -0.069 0.103
H -1.0544 2.5415 -0.1197 -0.036 -0.067 0.085
```
Forces are in eV/Å.

Properties
2S+1	1
F_max	1.19	eV Å⁻¹
M	495.59	g/mol
SMILES	CCn1c(SCC(=O)Nc2ccc(S(=O)(=O)Nc3ccccn3)cc2)nnc1-c1ccncc1
lowest unoccupied orbital energy	0.0037	hartree
charge	0
E_tot	-61398.835	eV

---

Formula: C19H70N12O16
Source: the Open Molecules 2025 dataset
Level of theory: wB97M-V/def2-TZVPD

XYZ file:
```
117
Properties=species:S:1:pos:R:3:forces:R:3
C 15.3450 19.1470 8.1470 0.947 1.769 -2.210
C 14.0600 19.8090 8.0250 -1.649 1.591 -0.041
O 13.0890 18.9040 7.6030 -0.352 -1.378 -0.751
H 16.0690 19.8840 8.4230 0.586 0.047 1.290
H 15.7200 18.9090 7.1790 0.088 -0.705 -1.093
H 15.1990 18.2810 8.6720 0.479 -2.047 1.876
H 13.9970 20.6620 7.3400 0.506 0.109 0.252
H 13.7190 20.0980 9.0010 0.070 0.881 0.780
H 12.2860 19.3730 7.3800 -0.627 0.393 -0.027
C 15.1020 20.1880 4.3640 -1.203 1.180 1.854
C 14.0230 19.1940 3.9930 0.398 0.966 0.300
O 14.7300 18.1150 3.4160 -0.948 -1.555 -0.127
H 15.2160 20.8600 3.5430 0.726 0.383 -0.763
H 16.0210 19.6780 4.6590 -0.068 0.225 -0.022
H 14.7260 20.8650 5.1820 0.499 -0.711 -0.552
H 13.3380 19.7230 3.2650 0.200 -1.122 0.985
H 13.5330 18.7800 4.9040 -0.002 0.529 -0.860
H 15.3070 18.4430 2.7430 0.513 0.241 -0.653
C 4.8910 17.5570 5.3530 0.988 0.553 -0.584
C 5.8810 16.4620 4.9500 -1.231 0.526 -0.063
O 7.0790 17.1180 4.5160 0.655 -1.317 0.044
H 5.3200 18.3840 5.9370 0.384 -0.582 0.197
H 4.1000 17.1930 5.9750 -0.698 -0.347 -0.020
H 4.5720 18.0850 4.4610 -0.658 -0.167 -0.225
H 5.4920 15.7850 4.1730 -0.079 0.607 -0.423
H 5.9900 15.7610 5.7510 0.862 -0.042 1.003
H 7.7300 16.4020 4.3630 -0.320 0.702 0.007
C 7.0000 21.0570 5.2860 -9.546 -0.225 0.397
O 5.5900 20.9870 5.3210 7.336 1.263 -0.236
N 7.7330 22.1440 5.4410 -1.692 2.993 0.433
N 7.6270 19.9400 5.1110 2.775 -1.041 -0.427
H 7.1500 22.9790 5.7180 1.356 -1.349 -0.427
H 8.7270 22.1070 5.5780 -0.098 0.112 0.425
H 7.1110 19.1070 4.9620 -0.344 -0.899 -0.450
H 8.6240 20.0130 4.8980 -0.500 -0.651 -0.126
C 13.1270 15.6700 8.4560 -0.126 -9.171 3.572
O 13.1180 14.2320 8.5990 0.047 7.763 -0.522
N 13.0610 16.5330 9.4610 0.046 1.041 4.979
N 13.1070 16.2710 7.3590 -0.280 -1.452 -7.707
H 13.0830 16.1900 10.4270 0.226 -0.285 -0.860
H 13.0580 17.5690 9.4720 0.031 -1.127 -1.118
H 13.0090 15.6640 6.4610 0.583 1.789 2.134
H 13.2610 17.2570 7.3460 0.030 0.995 -0.562
C 7.2240 18.2780 8.2310 -8.472 4.612 -0.570
O 5.9690 18.8430 8.1720 5.937 -2.466 0.007
N 8.2440 18.6120 7.5280 2.976 3.309 -4.350
N 7.5060 17.3510 9.0350 -0.386 -5.455 6.240
H 8.0630 19.2540 6.6740 0.463 -1.604 1.894
H 9.0470 17.9730 7.5590 -0.321 0.297 -0.674
H 6.7400 17.0000 9.6160 0.221 0.207 -0.456
H 8.4000 16.8750 9.3090 -0.587 1.717 -0.601
C 10.9760 18.4980 1.0950 -0.059 0.688 8.894
O 11.1500 18.8080 2.4790 0.113 -2.668 -6.864
N 10.6360 17.3950 0.5310 0.440 -2.756 -0.926
N 10.7260 19.4650 0.3080 0.800 6.265 -4.158
H 10.4480 16.5680 1.0190 -0.134 -1.068 1.379
H 10.4840 17.3680 -0.4510 -0.008 0.062 -0.492
H 11.0380 20.4180 0.4870 0.065 -0.543 0.373
H 10.3800 19.3790 -0.6520 0.337 -0.369 0.675
C 7.0920 14.2160 7.8470 -3.711 0.421 6.625
O 6.4350 14.2250 9.0940 3.389 0.082 -6.045
N 7.8890 15.1600 7.4150 1.432 1.337 -0.806
N 6.9260 13.2230 6.9950 -0.400 -2.708 -3.503
H 7.9550 16.0420 7.9350 -0.292 -1.103 -0.631
H 8.4840 14.9980 6.5720 -0.738 0.391 0.931
H 6.3030 12.4380 7.1410 0.134 0.570 0.721
H 7.1730 13.2880 5.9670 -0.140 0.375 2.077
C 11.0710 21.5120 4.9300 4.612 -1.671 4.372
O 12.0720 20.9790 5.6060 -3.137 1.612 -2.407
N 10.4450 20.9330 3.9640 -1.805 -1.576 -3.232
N 10.5560 22.6670 5.3040 -0.070 1.186 0.776
H 10.9190 20.1170 3.5890 -0.384 -0.169 -0.514
H 9.6130 21.2920 3.4120 1.587 -0.486 1.011
H 10.9170 23.0930 6.1320 0.096 0.532 -0.028
H 10.0110 23.0980 4.6000 -0.402 1.231 -0.041
C 10.6800 18.0920 5.5770 1.075 2.040 0.663
O 10.4570 17.2060 6.6030 -0.594 -2.543 0.923
H 11.6460 17.9820 5.0230 -0.892 -0.053 0.418
H 10.6650 19.0660 6.1290 0.202 0.023 -1.372
H 9.8320 18.0300 4.9190 -0.259 0.001 -0.597
H 11.2270 16.9420 7.1200 0.181 0.230 -0.234
C 8.0180 18.9560 2.0590 -3.006 0.067 4.111
O 8.4690 20.0790 1.4740 1.348 1.414 -1.920
H 8.6740 18.6580 2.8440 0.591 -0.345 1.002
H 7.8520 18.0800 1.5430 -0.247 -1.760 -2.307
H 7.0330 19.1730 2.5480 0.735 -0.176 -0.351
H 9.3080 19.7480 1.0970 -0.779 1.311 0.079
C 13.8770 14.8650 3.8080 0.350 -0.681 -1.572
O 13.0150 15.9530 4.1060 -0.653 -0.824 0.357
H 14.3740 14.9880 2.8130 -0.710 -0.022 0.342
H 13.3180 13.8850 3.7890 0.391 1.232 0.223
H 14.7390 14.7780 4.4480 0.033 0.002 0.913
H 13.4970 16.7810 4.0390 0.541 0.182 -0.395
C 10.2860 21.1810 8.9510 1.234 1.684 -0.019
O 10.4560 19.8430 8.7070 -0.236 -2.400 -0.294
H 9.8290 21.3940 9.9190 0.131 0.141 0.058
H 9.6590 21.4510 8.1610 -1.548 1.630 -0.975
H 11.2220 21.8210 8.7780 -0.859 -1.183 0.587
H 9.5530 19.5130 8.3750 1.515 0.294 0.687
C 10.5870 13.9380 5.6340 1.521 1.575 1.112
O 9.5000 14.7040 5.2130 -1.161 -0.329 -0.974
H 11.0370 13.2860 4.9170 -0.526 -1.132 -0.661
H 10.3310 13.4970 6.5990 0.396 -0.313 -0.246
H 11.4010 14.6790 5.7280 -0.003 -0.520 0.822
H 9.8680 15.5170 4.8720 -0.164 0.351 -0.281
C 10.7670 14.5460 2.0960 -0.239 1.052 -0.408
O 10.3410 15.7870 2.6480 0.248 0.329 1.450
H 10.6550 13.6390 2.6650 -0.941 -0.150 0.552
H 11.8180 14.6340 1.9980 1.170 -0.137 -0.936
H 10.2110 14.5600 1.1570 0.410 -1.063 -0.207
H 11.1200 16.2270 3.0600 -0.490 -0.310 -0.124
C 10.0650 15.0600 9.4820 1.768 -1.560 0.479
O 10.1970 16.4090 9.5290 0.094 3.461 0.194
H 9.0550 14.8500 9.6840 -1.131 -0.979 0.682
H 10.8380 14.6560 10.1670 -0.922 -0.692 -0.203
H 10.3000 14.7570 8.4900 0.180 -0.972 -0.854
H 11.1400 16.5970 9.6060 -0.216 0.387 -0.079
```
Forces are in eV/Å.

Properties
2S+1	1
F_max	9.84	eV Å⁻¹
M	722.84	g/mol
lowest unoccupied orbital energy	-0.0195	hartree
charge	0
E_tot	-71473.217	eV

---

Formula: C25H20CeF6NO5PS2
Source: the Open Molecules 2025 dataset
Level of theory: wB97M-V/def2-TZVPD

XYZ file:
```
61
Properties=species:S:1:pos:R:3:forces:R:3
Ce 0.7158 -0.0438 -0.0265 -2.307 0.216 -0.561
C -1.0839 -0.4051 2.0322 0.061 0.096 -0.039
C -0.3873 0.7869 2.3429 -0.024 -0.103 -0.030
C -0.7965 1.7829 1.4222 0.081 -0.243 0.039
C -1.7418 1.2057 0.5469 0.210 -0.052 0.020
C -1.9169 -0.1430 0.9162 0.163 -0.053 0.128
H -1.0321 -1.3290 2.5916 0.002 -0.007 -0.026
H 0.2931 0.9283 3.1708 -0.007 0.008 -0.004
H -0.4675 2.8114 1.4294 -0.025 0.010 -0.044
H -2.2408 1.7033 -0.2708 0.004 0.012 0.004
H -2.6023 -0.8421 0.4566 -0.016 0.033 -0.005
O -0.3747 0.0808 -2.0650 0.031 -0.129 0.042
P -1.0364 -0.9713 -2.9522 0.015 0.175 0.015
C -0.4362 -2.5887 -2.4475 0.039 -0.167 -0.033
C -0.4372 -2.9582 -1.0954 -0.017 0.114 0.145
C 0.0559 -4.1899 -0.7003 0.069 -0.039 -0.062
C 0.5522 -5.0754 -1.6506 -0.015 0.051 0.053
C 0.5580 -4.7198 -2.9890 -0.005 -0.020 -0.008
C 0.0669 -3.4835 -3.3870 0.044 0.017 -0.060
C -2.8165 -0.9580 -2.7874 -0.022 -0.206 0.078
C -3.5189 -2.1182 -2.4619 0.002 -0.037 -0.021
C -4.8996 -2.0820 -2.3229 0.025 0.024 -0.008
C -5.5803 -0.8886 -2.5053 0.019 0.020 -0.007
C -4.8846 0.2698 -2.8339 -0.056 -0.013 0.009
C -3.5097 0.2373 -2.9784 0.022 0.168 -0.017
C -0.6033 -0.6702 -4.6532 -0.124 -0.069 -0.084
C 0.5915 -0.0156 -4.9446 0.074 0.013 0.057
C 0.9478 0.2058 -6.2651 0.007 -0.001 0.025
C 0.1183 -0.2274 -7.2902 -0.003 -0.003 -0.016
C -1.0740 -0.8795 -7.0030 0.014 0.009 0.014
C -1.4395 -1.0989 -5.6849 -0.015 -0.004 0.010
H -0.8618 -2.3198 -0.3145 -0.114 0.035 -0.233
H 0.0555 -4.4600 0.3472 -0.016 -0.001 0.004
H 0.9371 -6.0379 -1.3425 0.000 -0.004 0.000
H 0.9494 -5.4021 -3.7313 0.000 -0.005 0.005
H 0.0896 -3.2151 -4.4355 -0.019 0.018 0.008
H -2.9972 -3.0564 -2.3218 0.022 0.014 0.001
H -5.4370 -2.9868 -2.0741 -0.011 0.006 0.003
H -6.6560 -0.8558 -2.3959 -0.002 -0.010 0.003
H -5.4186 1.1987 -2.9806 0.001 0.004 0.000
H -2.9847 1.1493 -3.2389 0.075 -0.044 0.003
H 1.2351 0.3266 -4.1430 -0.020 -0.010 0.010
H 1.8725 0.7196 -6.4900 -0.004 -0.004 -0.024
H 0.3996 -0.0499 -8.3198 -0.004 -0.004 -0.001
H -1.7227 -1.2082 -7.8032 0.004 0.002 -0.009
H -2.3783 -1.5920 -5.4615 0.003 0.000 0.017
F 4.0403 -2.3258 3.2089 0.159 -0.178 0.055
C 3.0844 -1.5220 2.8179 0.067 0.157 -0.234
F 1.9128 -2.1268 2.9232 -0.278 -0.052 -0.013
F 3.0841 -0.4227 3.5335 -0.001 0.289 0.146
S 3.4036 -1.1317 0.9972 -0.105 0.844 -0.604
O 2.3177 -1.8283 0.2564 0.708 0.031 0.824
O 4.7486 -1.4668 0.7173 0.059 -0.188 -0.113
N 3.0523 0.4759 0.9001 0.571 -0.286 -0.677
S 3.4414 1.1975 -0.5403 -0.114 -0.641 0.633
O 2.6414 0.5243 -1.5759 0.513 0.281 0.303
O 4.8026 1.4919 -0.7717 0.069 -0.004 0.014
C 2.5009 2.8149 -0.3215 0.154 -0.134 -0.101
F 2.3758 3.1607 0.9399 -0.026 0.030 0.062
F 1.2678 2.5991 -0.8493 -0.022 0.031 0.348
F 3.0884 3.7585 -1.0098 0.087 0.004 -0.046
```
Forces are in eV/Å.

Properties
2S+1	2
F_max	2.38	eV Å⁻¹
M	763.65	g/mol
lowest unoccupied orbital energy (alpha / beta)	-0.1010 / -0.0991	hartree
charge	+1
E_tot	-98167.108	eV

---

Formula: H5NOSSi
Source: the Open Molecules 2025 dataset
Level of theory: wB97M-V/def2-TZVPD

XYZ file:
```
9
Properties=species:S:1:pos:R:3:forces:R:3
N -0.2274 -1.2875 -0.7789 -0.538 0.808 -2.417
O 1.7822 1.4779 0.0953 0.055 -0.098 0.409
Si -1.5430 -0.6602 0.0436 -0.046 -3.909 0.681
S -3.1649 0.5267 0.0263 -1.370 2.431 0.169
H 0.5839 -1.3536 -0.2682 2.253 -0.091 1.559
H 0.0079 -0.8447 -1.6278 0.384 0.092 -1.549
H 2.1156 1.0509 0.9054 -0.262 0.460 -0.453
H -0.9999 -1.2573 1.2473 -0.655 0.682 1.545
H 1.4455 2.3478 0.3569 0.180 -0.375 0.055
```
Forces are in eV/Å.

Properties
2S+1	3
F_max	3.97	eV Å⁻¹
M	95.20	g/mol
lowest unoccupied orbital energy (alpha / beta)	0.0109 / -0.1175	hartree
charge	0
E_tot	-22328.196	eV

---

Formula: C5H9N
Source: the Open Molecules 2025 dataset
Level of theory: wB97M-V/def2-TZVPD

XYZ file:
```
15
Properties=species:S:1:pos:R:3:forces:R:3
C 0.6253 1.0015 -0.3315 1.347 1.858 2.547
C -0.3602 0.5655 -1.1279 -3.695 -3.462 -2.836
N -1.6086 1.2209 -1.2464 2.476 -1.803 -0.282
C 1.4307 0.2419 0.6799 1.177 -2.068 1.278
C 0.5691 -0.9524 1.3595 0.724 1.492 -1.477
C -0.1576 -1.8341 0.6699 -1.678 0.184 0.059
H 0.6473 2.0724 -0.1507 -0.019 0.202 -0.131
H -0.3435 -0.5661 -1.6303 -0.194 2.995 1.976
H -2.3501 0.5530 -1.3551 -0.305 -0.305 -0.409
H -1.8283 2.0715 -1.7333 0.484 0.987 0.473
H 2.3296 -0.1859 0.1644 -0.395 0.251 0.250
H 1.8300 0.8831 1.5451 -0.680 -0.559 -1.706
H 0.3621 -0.8810 2.4154 -0.512 1.085 0.079
H -1.2566 -1.7524 0.9405 1.341 -1.873 0.570
H 0.1109 -2.4380 -0.1994 -0.071 1.015 -0.391
```
Forces are in eV/Å.

Properties
2S+1	2
F_max	5.80	eV Å⁻¹
M	83.13	g/mol
lowest unoccupied orbital energy (alpha / beta)	-0.1794 / -0.2803	hartree
charge	+1
E_tot	-6808.857	eV